{
  "formula": "C48H118N2O12",
  "method": "ωB97M-V/def2-TZVPD",
  "relative_energy_kcal_mol": 984.6,
  "energy_ha": -2910.40579,
  "charge": 0,
  "lumo_energy_ev": 0.46,
  "spin_multiplicity": 1,
  "homo_ha": -0.2247,
  "species": ["C", "C", "C", "C", "C", "C", "N", "O", "C", "C", "C", "H", "H", "H", "H", "H", "H", "H", "H", "H", "H", "H", "H", "H", "H", "H", "H", "H", "H", "H", "C", "C", "C", "C", "C", "C", "N", "O", "C", "C", "C", "H", "H", "H", "H", "H", "H", "H", "H", "H", "H", "H", "H", "H", "H", "H", "H", "H", "H", "H", "C", "C", "C", "O", "H", "H", "H", "H", "H", "H", "H", "H", "C", "C", "C", "O", "H", "H", "H", "H", "H", "H", "H", "H", "C", "C", "C", "O", "H", "H", "H", "H", "H", "H", "H", "H", "C", "C", "C", "O", "H", "H", "H", "H", "H", "H", "H", "H", "C", "C", "C", "O", "H", "H", "H", "H", "H", "H", "H", "H", "C", "C", "C", "O", "H", "H", "H", "H", "H", "H", "H", "H", "C", "C", "C", "O", "H", "H", "H", "H", "H", "H", "H", "H", "C", "C", "C", "O", "H", "H", "H", "H", "H", "H", "H", "H", "C", "C", "C", "O", "H", "H", "H", "H", "H", "H", "H", "H", "C", "C", "C", "O", "H", "H", "H", "H", "H", "H", "H", "H"],
  "coordinates": [[-6.001, 0.701, 1.484], [-5.266, 2.037, 1.107], [-4.956, 2.837, 2.454], [-4.043, 4.021, 2.211], [-2.762, 3.483, 1.607], [-2.960, 2.826, 0.290], [-4.062, 1.830, 0.358], [-4.269, 1.027, -0.775], [-3.178, 3.876, -0.811], [-1.702, 2.045, -0.021], [-6.325, 2.867, 0.261], [-5.267, 0.011, 1.899], [-6.315, 0.059, 0.662], [-6.819, 0.843, 2.191], [-5.918, 3.110, 2.886], [-4.500, 2.176, 3.192], [-3.822, 4.617, 3.096], [-4.499, 4.723, 1.512], [-2.145, 2.885, 2.278], [-2.209, 4.394, 1.377], [-2.880, 4.902, -0.597], [-2.496, 3.656, -1.632], [-4.148, 3.828, -1.307], [-1.720, 1.554, -0.994], [-0.809, 2.668, 0.024], [-1.451, 1.210, 0.634], [-5.986, 3.723, -0.323], [-7.054, 3.317, 0.934], [-6.822, 2.134, -0.374], [-4.760, 1.678, -1.282], [2.556, 2.171, -1.438], [1.073, 2.575, -1.633], [1.011, 4.080, -1.472], [1.626, 4.839, -2.670], [0.945, 4.396, -3.971], [1.083, 2.915, -4.188], [0.640, 2.211, -2.988], [0.414, 0.892, -3.222], [0.084, 2.543, -5.344], [2.562, 2.704, -4.632], [0.176, 1.930, -0.478], [3.056, 3.081, -1.106], [2.992, 1.828, -2.376], [2.699, 1.394, -0.688], [-0.044, 4.333, -1.361], [1.444, 4.446, -0.541], [2.703, 4.701, -2.580], [1.543, 5.889, -2.388], [1.375, 5.013, -4.760], [-0.087, 4.743, -3.907], [-0.966, 2.543, -5.051], [0.057, 3.246, -6.177], [0.248, 1.529, -5.709], [2.931, 1.679, -4.589], [2.679, 2.972, -5.682], [3.202, 3.279, -3.963], [-0.891, 1.983, -0.695], [0.354, 2.414, 0.482], [0.292, 0.852, -0.368], [1.305, 0.535, -3.215], [-4.950, -1.580, 0.520], [-3.481, -1.306, 0.280], [-3.227, -1.150, -1.194], [-2.962, -0.163, 0.958], [-5.326, -2.557, 0.217], [-5.574, -0.889, -0.047], [-5.125, -1.420, 1.584], [-2.873, -2.168, 0.554], [-3.470, -2.035, -1.781], [-2.142, -1.044, -1.173], [-3.648, -0.282, -1.702], [-3.414, 0.611, 0.614], [-2.472, -4.061, 2.077], [-1.015, -3.872, 1.563], [-0.928, -3.800, 0.050], [-0.494, -2.693, 2.012], [-3.024, -4.987, 1.921], [-3.216, -3.324, 1.772], [-2.519, -3.878, 3.151], [-0.449, -4.761, 1.841], [-1.376, -4.620, -0.512], [0.107, -3.761, -0.288], [-1.401, -2.944, -0.432], [-1.208, -2.306, 2.524], [3.532, -0.531, -2.465], [2.872, -0.970, -3.796], [1.810, -2.098, -3.586], [2.297, 0.109, -4.438], [2.823, -0.065, -1.781], [4.450, 0.056, -2.478], [3.821, -1.469, -1.991], [3.669, -1.241, -4.488], [2.322, -2.980, -3.201], [1.330, -2.421, -4.510], [1.094, -1.729, -2.852], [2.643, 0.106, -5.334], [1.845, -0.140, 0.580], [0.665, -1.022, 1.066], [-0.599, -0.879, 0.205], [1.065, -2.344, 0.992], [2.727, -0.094, 1.218], [1.497, 0.877, 0.395], [2.223, -0.545, -0.358], [0.522, -0.728, 2.106], [-0.875, 0.144, -0.052], [-1.463, -1.429, 0.574], [-0.485, -1.433, -0.727], [0.429, -2.867, 1.486], [-2.137, 1.117, -4.869], [-2.228, 1.136, -3.327], [-1.491, -0.011, -2.603], [-1.752, 2.397, -2.877], [-2.552, 0.190, -5.264], [-1.104, 1.054, -5.213], [-2.737, 1.892, -5.347], [-3.290, 1.057, -3.095], [-1.536, 0.223, -1.540], [-0.486, -0.226, -2.965], [-2.037, -0.946, -2.727], [-0.842, 2.192, -2.651], [-1.256, -0.161, 3.645], [-2.627, -0.803, 3.447], [-3.656, 0.330, 3.256], [-2.612, -1.683, 2.394], [-0.501, -0.947, 3.647], [-1.226, 0.423, 4.565], [-0.981, 0.548, 2.865], [-2.895, -1.400, 4.319], [-4.658, 0.091, 2.900], [-3.296, 1.042, 2.514], [-3.765, 1.072, 4.048], [-2.718, -1.244, 1.547], [3.810, -4.602, -0.288], [3.125, -3.375, -0.735], [1.667, -3.421, -1.112], [3.114, -2.404, 0.219], [3.811, -5.321, -1.107], [3.208, -5.085, 0.482], [4.793, -4.516, 0.175], [3.648, -3.060, -1.638], [1.168, -2.460, -1.239], [1.085, -4.075, -0.463], [1.625, -3.818, -2.127], [2.228, -2.094, 0.422], [1.709, -4.619, 1.965], [2.850, -4.029, 2.917], [2.680, -2.571, 3.296], [2.732, -4.602, 4.173], [0.721, -4.419, 2.379], [1.842, -5.695, 1.847], [1.849, -4.107, 1.013], [3.863, -4.192, 2.550], [3.399, -2.229, 4.041], [1.724, -2.283, 3.732], [2.845, -1.961, 2.408], [3.172, -5.455, 4.196], [3.165, 1.049, 5.918], [3.609, 0.633, 4.540], [2.378, 0.317, 3.765], [4.137, 1.738, 3.849], [2.751, 0.215, 6.484], [2.504, 1.916, 5.903], [4.024, 1.349, 6.519], [4.427, -0.085, 4.480], [2.659, -0.064, 2.783], [1.639, 1.102, 3.607], [1.818, -0.526, 4.172], [4.625, 2.291, 4.464], [5.388, 0.439, 0.074], [4.942, -0.983, 0.184], [6.016, -2.016, 0.116], [4.313, -1.111, 1.435], [5.844, 0.804, 0.994], [4.581, 1.124, -0.187], [6.161, 0.678, -0.657], [4.158, -1.082, -0.567], [6.955, -1.731, 0.590], [6.311, -2.280, -0.900], [5.660, -2.947, 0.556], [3.702, -1.850, 1.393]],
  "atomic_forces_ev_per_a": [[0.6, 0.6, -0.4], [-2.4, 1.4, 0.7], [-0.5, -0.4, -0.5], [-0.2, -0.5, 0.0], [0.2, 1.5, 0.5], [-1.6, -1.2, -1.2], [-0.1, 0.7, 2.1], [-1.4, 3.4, -0.3], [0.6, -0.1, -1.2], [-13.1, 2.7, 7.6], [0.2, -0.3, 0.7], [-1.5, 1.3, -0.8], [-0.9, 1.7, 0.1], [0.1, 0.3, 0.0], [-0.1, 0.2, -0.2], [-0.4, 0.7, -0.5], [-0.1, -0.3, 0.3], [-0.1, 0.0, -0.2], [-0.2, -0.1, 0.3], [0.7, -0.2, 0.1], [-0.6, 0.1, 0.7], [-0.2, -0.2, 0.1], [-0.2, 0.3, 0.3], [-3.3, 0.4, -0.2], [-5.0, 3.8, 3.0], [-0.7, 1.2, 0.7], [0.5, -0.3, -0.1], [-0.2, -0.4, 0.1], [-0.3, 0.3, -0.2], [-0.4, -0.2, -1.3], [0.2, 0.5, 0.0], [2.0, -1.4, 1.6], [-0.9, 0.6, -0.8], [-0.3, -0.2, 1.7], [0.4, 2.0, 1.2], [-0.2, 0.1, -1.7], [0.2, 2.7, 0.5], [3.9, 2.0, 0.2], [0.7, 0.9, 0.3], [0.1, -0.2, 0.1], [12.2, -2.7, -6.2], [0.6, -0.3, 0.0], [0.1, 0.3, 0.3], [0.1, 0.6, -0.4], [-0.4, 0.3, -0.3], [0.3, -0.5, 0.1], [0.1, -0.4, -0.6], [-0.4, 0.3, -0.7], [0.1, -0.5, -0.5], [-0.3, -0.4, 0.1], [1.4, 1.2, 0.5], [0.9, 0.2, -0.1], [0.7, 0.3, -0.3], [-0.2, 1.2, 0.3], [0.0, 0.6, 0.1], [0.2, 0.3, -0.5], [8.1, -0.6, -7.1], [1.3, 0.0, -0.1], [0.8, 1.4, -0.8], [0.1, -0.5, -0.4], [0.0, -0.7, 0.4], [-2.7, -0.5, -4.5], [0.6, -1.5, 0.7], [-0.7, -1.0, -2.7], [0.7, -0.4, 0.1], [0.8, -0.6, -0.2], [-0.4, -1.1, -0.3], [-0.7, -0.1, -0.7], [-0.1, -0.4, 0.2], [-1.8, -1.0, 0.1], [0.4, -1.3, 0.3], [-0.5, 1.4, 0.8], [-1.0, -0.4, 0.4], [-4.7, -2.7, -2.1], [-1.1, -0.8, -1.5], [-7.2, -2.6, 7.1], [1.0, -0.7, -0.3], [0.5, -0.6, -0.5], [0.3, -0.3, 0.3], [-0.9, 0.2, 0.1], [-0.1, -0.6, 0.5], [-3.1, 0.4, 0.8], [-0.1, -0.3, 0.5], [-1.1, 0.9, 0.5], [-0.6, -1.6, -0.6], [1.1, -1.3, 0.6], [1.6, 0.8, -0.6], [-0.2, -0.4, -1.6], [0.2, -0.2, -0.6], [-0.2, 0.2, -0.6], [-0.1, 0.3, -0.5], [0.3, -1.0, 0.4], [0.0, 0.6, -0.4], [-0.1, 0.4, -0.1], [-0.1, -0.2, -0.4], [-0.4, 0.2, -0.1], [-0.5, 0.3, 0.0], [0.5, 1.5, -0.6], [0.4, -0.4, 0.0], [5.0, 3.6, -3.7], [-0.6, -0.2, -0.2], [0.9, -1.1, 0.9], [-0.5, 0.4, 0.1], [-0.3, 0.0, -0.2], [0.1, -2.0, 0.6], [1.7, 0.9, 0.2], [1.0, 0.5, -0.2], [2.8, 0.3, -0.2], [-0.8, -2.8, 0.2], [0.2, -0.3, -1.4], [-1.6, -1.4, -2.0], [-2.4, -0.6, -0.1], [-0.6, -0.4, 0.3], [-1.6, -0.6, 0.4], [0.3, 0.3, 0.1], [-0.1, 0.1, 0.2], [0.7, -0.1, -1.3], [-2.3, -0.8, 0.7], [0.0, 0.7, -0.8], [1.0, 1.2, -0.4], [0.0, 0.0, 0.5], [-0.6, 2.1, 0.9], [0.9, 0.7, 0.5], [0.4, -1.8, 4.5], [0.1, 0.3, 0.5], [0.1, -0.2, 0.2], [-0.3, -0.1, -0.3], [0.1, 0.1, 0.3], [1.4, -0.4, 1.8], [0.2, -0.6, 0.1], [0.2, -1.1, 1.3], [1.2, 0.4, 2.7], [-0.7, -2.3, 0.6], [-1.0, 1.1, -0.7], [0.6, -2.7, -2.5], [2.8, -2.4, -1.5], [0.4, -0.1, -0.2], [0.3, -0.1, -0.3], [0.0, 0.4, -0.6], [0.5, 0.3, -0.1], [0.5, -0.3, 0.6], [2.6, -0.2, -1.1], [-0.6, -1.0, 0.5], [-1.1, -1.1, 0.2], [2.2, 0.8, 1.1], [-1.6, 0.4, -0.1], [0.2, 0.8, -1.2], [0.1, -1.8, 1.8], [1.8, -0.1, 0.6], [0.0, -0.1, 0.1], [-0.4, -0.8, 0.8], [0.0, 0.0, -0.5], [0.4, -0.5, -0.1], [-0.3, -0.8, -0.3], [-0.9, -0.2, 1.4], [-0.1, -0.2, 0.0], [1.1, -0.2, 1.2], [-0.8, 1.2, -0.1], [-0.7, -2.0, -1.2], [0.6, 1.5, -0.5], [-0.4, 0.0, -0.2], [-0.3, -0.2, -0.2], [0.3, 0.2, 0.1], [-0.6, -0.8, 0.5], [0.0, 0.5, 0.5], [0.5, 0.6, 0.4], [0.1, 0.3, 0.5], [0.2, 0.0, 0.0], [1.1, 1.5, 0.2], [-0.2, 1.1, 0.3], [0.8, -0.8, -0.8], [2.6, 2.5, 2.3], [-0.2, -0.1, 0.3], [-0.1, -0.1, 0.3], [0.1, -0.6, -0.5], [1.4, -0.2, 0.7], [-0.2, 0.2, 0.4], [-0.1, 0.1, -0.4], [0.2, 0.3, 0.2], [1.2, -0.2, -0.6]]
}